Record 1
This record from the OMol25 dataset describes a molecular structure, C24H44BCoNP2 at a distorted geometry. The level of theory is the ωB97M-V functional and the def2-TZVPD basis.

Each line ends with the Löwdin charge.
CARTESIAN COORDINATES (ANGSTROEM)
Co (-1.11, -1.03, 1.97)  0.681
C (0.08, 1.63, 3.31)  -0.223
C (-1.20, 1.66, 2.73)  -0.210
C (-0.99, -0.28, 4.02)  -0.296
C (0.23, 0.45, 4.05)  -0.194
C (-1.91, 0.46, 3.13)  -0.345
C (1.06, 2.75, 3.39)  -0.045
H (1.04, 3.43, 2.53)  0.060
H (2.08, 2.36, 3.49)  0.076
H (0.85, 3.36, 4.29)  0.103
C (1.41, 0.11, 4.88)  -0.004
H (2.17, 0.90, 4.81)  0.074
H (1.87, -0.83, 4.54)  0.063
H (1.14, 0.00, 5.95)  0.106
C (-1.30, -1.39, 4.96)  -0.038
H (-1.28, -1.08, 6.01)  0.097
H (-0.53, -2.16, 4.84)  0.076
H (-2.27, -1.83, 4.75)  0.083
C (-3.38, 0.25, 3.05)  -0.056
H (-3.90, 0.48, 3.99)  0.099
H (-3.59, -0.80, 2.79)  0.075
H (-3.81, 0.88, 2.26)  0.078
C (-1.77, 2.87, 2.10)  -0.037
H (-2.29, 3.49, 2.84)  0.106
H (-2.47, 2.66, 1.28)  0.075
H (-0.98, 3.51, 1.68)  0.070
C (3.01, 0.31, -0.52)  -0.074
C (2.66, 1.54, -0.10)  -0.075
C (1.38, 2.30, -0.19)  -0.165
C (0.31, 1.88, -1.21)  -0.216
C (-0.56, 0.76, -0.83)  -0.121
C (-0.23, -0.50, -0.43)  -0.159
C (0.97, -1.35, -0.71)  -0.167
C (2.18, -0.62, -1.33)  -0.202
H (1.68, 3.33, -0.44)  0.128
H (0.80, 1.73, -2.19)  0.042
H (0.90, 2.39, 0.80)  0.083
H (1.81, -0.05, -2.20)  0.007
H (3.99, -0.08, -0.26)  0.118
H (3.46, 2.13, 0.35)  0.117
H (2.85, -1.40, -1.73)  0.127
H (1.29, -1.85, 0.22)  0.097
H (-1.07, -1.12, -0.02)  0.079
H (0.66, -2.18, -1.37)  0.121
H (-0.35, 2.75, -1.37)  0.125
H (-1.62, 1.03, -0.76)  0.113
P (0.60, 0.25, -3.89)  0.996
C (2.20, -0.08, -4.74)  -0.215
C (0.01, 1.57, -5.00)  -0.208
P (-1.96, -1.43, -3.47)  0.838
C (-0.33, -1.25, -4.38)  -0.529
C (-2.95, -0.39, -4.65)  -0.309
C (-2.42, -3.03, -4.30)  -0.306
H (2.59, -1.08, -4.49)  0.062
H (2.94, 0.67, -4.42)  0.070
H (2.04, 0.00, -5.82)  0.064
H (0.26, 1.29, -6.03)  0.071
H (0.54, 2.50, -4.73)  0.068
H (-1.07, 1.74, -4.89)  0.038
H (-2.35, -2.95, -5.39)  0.050
H (-3.44, -3.27, -4.00)  0.044
H (-1.75, -3.82, -3.95)  0.042
H (0.29, -2.14, -4.16)  0.067
H (-0.50, -1.17, -5.47)  0.077
H (-4.01, -0.64, -4.50)  0.049
H (-2.67, -0.59, -5.69)  0.048
H (-2.81, 0.68, -4.43)  0.015
B (2.35, -3.48, 3.39)  -0.410
C (1.07, -2.94, 2.75)  -0.185
N (0.13, -2.45, 2.25)  0.058
H (2.19, -4.67, 3.57)  0.022
H (2.53, -2.89, 4.45)  0.016
H (3.27, -3.25, 2.61)  0.019

Results
highest occupied orbital energy (spin up / spin down): -9.7 / -10.1 eV
charge: +1
multiplicity: 5
LUMO level (spin up / spin down): -2.79 / -6.94 eV

---

Record 2
This record from the OMol25 dataset describes 2 unconnected molecules or ions with the total composition C6H11N2O2 at a distorted geometry. The level of theory is the ωB97M-V functional and the def2-TZVPD basis.

Each line ends with the Löwdin charge.
CARTESIAN COORDINATES (ANGSTROEM)
C (-0.42, -0.39, 1.31)  0.060
C (-0.51, 0.92, 0.88)  -0.173
C (-0.87, -1.33, 0.37)  -0.154
C (-1.85, 1.28, 0.18)  0.010
C (-0.79, -0.68, -1.03)  -0.055
C (-0.72, 0.87, -0.66)  -0.129
N (3.89, 0.72, -0.10)  -0.186
N (2.69, 0.49, -0.39)  0.005
O (4.74, -0.14, 0.19)  -0.032
O (2.42, -0.85, -0.37)  -0.047
H (0.16, -0.59, 2.22)  0.164
H (-0.05, 1.82, 1.32)  0.166
H (0.04, -1.93, 0.38)  0.141
H (-1.72, -1.97, 0.80)  0.192
H (-2.57, 0.46, 0.24)  0.126
H (-2.22, 2.27, 0.59)  0.169
H (0.12, -1.06, -1.44)  0.103
H (-1.74, -0.86, -1.52)  0.128
H (-0.01, 1.59, -1.08)  0.158
H (4.19, 1.69, 0.14)  0.211
H (3.36, -1.19, 0.00)  0.143

Results
highest occupied orbital energy: -13.3 eV
charge: +1
LUMO level: -5.35 eV

---

Record 3
This record from the OMol25 dataset describes a molecular structure, C52H69BrFIrN4O3P. The level of theory is the ωB97M-V functional and the def2-TZVPD basis.

Each line ends with the Löwdin charge.
CARTESIAN COORDINATES (ANGSTROEM)
Ir (-0.47, -1.18, -0.40)  1.359
C (-5.79, -0.85, -0.75)  -0.042
C (-4.63, -0.63, -1.72)  -0.361
C (-4.57, 0.82, -2.18)  -0.058
C (-3.31, -1.12, -1.15)  -0.228
C (-2.18, -0.34, -0.91)  -0.106
C (-1.26, -1.79, 1.51)  -0.277
C (-0.45, -1.73, 2.81)  -0.354
C (-0.17, -0.32, 3.31)  -0.094
C (-1.03, -2.56, 3.97)  -0.022
C (-1.06, -2.94, 0.62)  -0.311
C (-1.86, -3.15, -0.56)  -0.158
C (-3.06, -2.46, -1.00)  0.052
C (-1.73, -4.47, -1.34)  -0.359
C (-2.77, -5.47, -0.79)  -0.024
C (-1.93, -4.32, -2.85)  -0.048
C (-0.03, -3.97, 1.01)  -0.219
C (-0.43, -5.05, 1.78)  -0.040
C (0.49, -5.99, 2.23)  -0.023
C (1.83, -5.84, 1.92)  -0.026
C (2.24, -4.77, 1.15)  -0.059
C (1.32, -3.83, 0.67)  -0.291
P (1.75, -2.41, -0.37)  1.160
C (2.32, -3.14, -2.02)  -0.629
C (3.00, -2.08, -2.89)  -0.062
C (3.24, -4.36, -1.86)  -0.069
C (1.09, -3.65, -2.77)  -0.094
C (3.22, -1.52, 0.43)  -0.641
C (3.33, -0.11, -0.17)  -0.076
C (2.92, -1.35, 1.92)  -0.079
C (4.59, -2.20, 0.30)  -0.068
H (-6.74, -0.65, -1.23)  0.095
H (-5.70, -0.18, 0.11)  0.072
H (-5.82, -1.88, -0.37)  0.080
H (-4.82, -1.26, -2.60)  0.152
H (-4.40, 1.49, -1.34)  0.079
H (-5.52, 1.10, -2.64)  0.095
H (-3.79, 0.98, -2.93)  0.089
H (-2.19, 0.69, -1.25)  0.061
H (0.51, -2.18, 2.55)  0.101
H (-1.06, 0.13, 3.77)  0.059
H (0.16, 0.33, 2.50)  0.029
H (0.60, -0.35, 4.08)  0.099
H (-1.96, -2.12, 4.35)  0.090
H (-0.32, -2.55, 4.80)  0.103
H (-1.21, -3.60, 3.71)  0.069
H (-3.80, -3.12, -1.44)  0.130
H (-0.75, -4.89, -1.14)  0.109
H (-3.79, -5.12, -0.94)  0.084
H (-2.63, -5.70, 0.26)  0.065
H (-2.68, -6.41, -1.35)  0.104
H (-2.99, -4.25, -3.11)  0.091
H (-1.54, -5.20, -3.36)  0.105
H (-1.43, -3.44, -3.26)  0.074
H (-1.47, -5.18, 2.06)  0.104
H (0.16, -6.82, 2.84)  0.124
H (2.56, -6.55, 2.28)  0.124
H (3.28, -4.67, 0.90)  0.095
H (3.95, -1.73, -2.48)  0.067
H (2.35, -1.23, -3.09)  0.070
H (3.23, -2.54, -3.85)  0.105
H (4.15, -4.16, -1.30)  0.066
H (3.54, -4.68, -2.86)  0.103
H (2.72, -5.20, -1.40)  0.082
H (0.38, -2.86, -2.99)  0.048
H (0.60, -4.45, -2.21)  0.062
H (1.41, -4.09, -3.72)  0.114
H (2.43, 0.46, 0.05)  0.048
H (3.50, -0.11, -1.25)  0.072
H (4.17, 0.39, 0.30)  0.100
H (2.02, -0.76, 2.07)  0.052
H (3.75, -0.81, 2.38)  0.104
H (2.82, -2.31, 2.44)  0.087
H (4.92, -2.31, -0.73)  0.070
H (4.64, -3.17, 0.79)  0.075
H (5.32, -1.56, 0.80)  0.099
F (1.66, 4.49, 2.86)  0.083
C (1.52, 4.36, 1.53)  -0.177
C (1.06, 3.17, 1.05)  0.090
C (0.94, 2.95, -0.33)  -0.048
C (0.51, 1.66, -0.85)  -0.289
O (0.21, 0.76, 0.02)  -0.228
C (0.49, 1.51, -2.25)  -0.012
C (0.83, 2.60, -3.02)  0.073
N (1.18, 3.79, -2.56)  0.035
C (1.57, 4.85, -3.49)  -0.249
C (0.66, 6.03, -3.67)  -0.081
C (0.80, 5.02, -4.76)  -0.063
C (1.29, 4.00, -1.19)  -0.100
C (1.73, 5.22, -0.68)  0.074
C (1.88, 5.43, 0.68)  -0.123
N (2.36, 6.66, 1.16)  -0.084
C (3.51, 7.29, 0.53)  -0.120
C (3.20, 8.77, 0.29)  -0.060
N (2.27, 9.24, 1.39)  0.069
C (2.58, 8.54, 2.69)  -0.070
C (2.21, 7.06, 2.56)  -0.121
C (0.19, 0.26, -3.04)  -0.585
O (0.24, 0.33, -4.25)  0.092
O (-0.09, -0.85, -2.42)  -0.206
H (0.82, 2.38, 1.75)  0.125
H (0.82, 2.46, -4.10)  0.154
H (2.64, 5.01, -3.52)  0.161
H (1.12, 7.00, -3.80)  0.110
H (-0.27, 6.02, -3.11)  0.117
H (1.37, 5.27, -5.64)  0.122
H (-0.05, 4.37, -4.94)  0.116
H (1.95, 6.02, -1.36)  0.113
H (3.74, 6.81, -0.42)  0.131
H (4.40, 7.18, 1.16)  0.141
H (2.68, 8.93, -0.65)  0.137
H (4.09, 9.38, 0.32)  0.144
H (1.31, 9.03, 1.12)  0.186
H (2.34, 10.25, 1.50)  0.191
H (2.02, 9.03, 3.49)  0.145
H (3.64, 8.69, 2.87)  0.142
H (1.17, 6.91, 2.86)  0.138
H (2.84, 6.50, 3.25)  0.137
C (-5.36, -3.99, 3.05)  0.000
C (-4.68, -2.69, 2.72)  -0.198
C (-5.26, -1.46, 2.96)  0.043
C (-4.58, -0.30, 2.65)  -0.069
C (-3.31, -0.37, 2.10)  -0.591
Br (-2.52, 1.26, 1.64)  1.029
N (-2.72, -1.56, 1.87)  0.018
C (-3.41, -2.68, 2.19)  0.011
H (-6.43, -3.91, 2.93)  0.098
H (-5.16, -4.26, 4.09)  0.106
H (-5.00, -4.80, 2.42)  0.088
H (-6.26, -1.39, 3.39)  0.147
H (-5.01, 0.67, 2.82)  0.120
H (-2.89, -3.60, 2.00)  0.129

Results
highest occupied orbital energy: -15.1 eV
charge: +3
LUMO level: -7.93 eV

---

Record 4
This record from the OMol25 dataset describes 7 unconnected molecules or ions with the total composition C37H31Cl3N6O12 at a distorted geometry. The level of theory is the ωB97M-V functional and the def2-TZVPD basis.

Each line ends with the Löwdin charge.
CARTESIAN COORDINATES (ANGSTROEM)
C (1.46, -6.07, -1.70)  -1.544
Cl (-0.28, -5.92, -2.21)  0.483
Cl (2.47, -6.53, -2.97)  0.610
Cl (1.74, -7.16, -0.27)  0.509
H (1.72, -5.03, -1.38)  -0.023
C (2.36, -6.32, 3.41)  -0.074
C (1.00, -6.56, 3.25)  -0.045
C (0.25, -5.53, 2.68)  -0.008
C (0.96, -4.52, 2.12)  -0.191
C (2.30, -4.28, 2.28)  -0.016
C (3.06, -5.23, 2.91)  -0.053
N (0.15, -3.65, 1.27)  -0.289
O (-1.08, -3.58, 1.50)  0.058
O (0.71, -2.89, 0.49)  0.049
H (2.97, -7.10, 3.83)  0.101
H (0.55, -7.41, 3.65)  0.090
H (-0.80, -5.64, 2.56)  0.121
H (2.75, -3.32, 1.97)  0.105
H (4.13, -5.14, 2.99)  0.112
C (-6.30, 0.08, -2.27)  -0.043
C (-5.50, -0.88, -2.89)  -0.078
C (-4.31, -0.59, -3.51)  -0.034
C (-3.88, 0.69, -3.56)  -0.168
C (-4.65, 1.70, -3.03)  -0.020
C (-5.87, 1.42, -2.44)  -0.066
N (-2.62, 1.03, -4.28)  -0.298
O (-2.07, 0.08, -4.87)  0.042
O (-2.15, 2.16, -4.27)  0.064
H (-7.35, -0.19, -1.91)  0.139
H (-5.73, -1.92, -2.84)  0.102
H (-3.69, -1.34, -3.99)  0.127
H (-4.36, 2.75, -3.34)  0.140
H (-6.45, 2.24, -1.99)  0.117
C (-0.33, 5.02, -1.47)  -0.082
C (0.83, 5.30, -0.78)  -0.081
C (0.83, 5.57, 0.55)  -0.018
C (-0.38, 5.50, 1.23)  -0.162
C (-1.56, 5.29, 0.54)  -0.010
C (-1.55, 5.02, -0.82)  -0.055
N (-0.38, 5.67, 2.66)  -0.358
O (-1.29, 5.19, 3.32)  0.068
O (0.57, 6.17, 3.20)  0.094
H (-0.29, 4.82, -2.54)  0.110
H (1.77, 5.36, -1.38)  0.127
H (1.67, 5.84, 1.17)  0.111
H (-2.49, 5.23, 1.09)  0.118
H (-2.48, 4.90, -1.33)  0.104
C (-0.67, 0.33, 0.31)  -0.067
C (-1.64, -0.47, -0.19)  -0.069
C (-2.96, -0.22, 0.15)  0.016
C (-3.24, 1.00, 0.79)  -0.123
C (-2.22, 1.86, 1.24)  -0.006
C (-0.94, 1.52, 0.96)  -0.058
N (-4.62, 1.26, 1.21)  -0.348
O (-5.42, 0.36, 1.33)  0.083
O (-4.91, 2.45, 1.41)  0.043
H (0.37, 0.09, 0.15)  0.088
H (-1.55, -1.39, -0.75)  0.114
H (-3.77, -0.82, -0.10)  0.095
H (-2.52, 2.86, 1.59)  0.114
H (-0.19, 2.25, 1.24)  0.100
C (4.06, -1.00, 2.94)  -0.064
C (4.96, -0.14, 2.38)  -0.084
C (4.60, 1.12, 2.02)  -0.032
C (3.36, 1.61, 2.30)  -0.166
C (2.45, 0.82, 2.94)  -0.010
C (2.76, -0.50, 3.19)  -0.044
N (2.93, 2.92, 1.83)  -0.325
O (1.95, 3.41, 2.38)  0.065
O (3.60, 3.50, 1.02)  0.097
H (4.33, -1.96, 3.29)  0.096
H (6.02, -0.41, 2.14)  0.134
H (5.44, 1.67, 1.61)  0.132
H (1.51, 1.26, 3.28)  0.131
H (2.09, -1.15, 3.76)  0.118
C (1.20, 1.46, -2.82)  -0.054
C (2.11, 1.46, -1.74)  -0.051
C (2.69, 0.29, -1.30)  -0.008
C (2.33, -0.91, -1.92)  -0.129
C (1.46, -0.94, -3.01)  0.031
C (0.97, 0.28, -3.47)  -0.053
N (2.87, -2.20, -1.44)  -0.321
O (3.74, -2.22, -0.60)  0.093
O (2.52, -3.20, -2.08)  0.016
H (0.72, 2.35, -3.08)  0.081
H (2.38, 2.41, -1.32)  0.091
H (3.35, 0.20, -0.47)  0.099
H (1.19, -1.81, -3.49)  0.097
H (0.28, 0.41, -4.31)  0.096

Results
highest occupied orbital energy: -9.8 eV
SMILES: O=[N+]([O-])c1ccccc1.O=[N+]([O-])c1ccccc1.O=[N+]([O-])c1ccccc1.O=[N+]([O-])c1ccccc1.O=[N+]([O-])c1ccccc1.O=[N+]([O-])c1ccccc1.ClC(Cl)Cl
charge: 0
LUMO level: -0.91 eV

---

Record 5
This record from the OMol25 dataset describes a molecular structure, C17H18N3O7P2Sr at a distorted geometry. The level of theory is the ωB97M-V functional and the def2-TZVPD basis.

Each line ends with the Löwdin charge.
CARTESIAN COORDINATES (ANGSTROEM)
Sr (-0.67, 0.35, -0.40)  1.608
C (2.07, 4.23, -0.23)  -0.033
C (3.20, 3.77, -0.89)  -0.028
C (3.44, 2.41, -0.95)  0.002
C (2.55, 1.54, -0.35)  -0.210
N (1.43, 1.97, 0.26)  0.031
C (1.22, 3.29, 0.31)  -0.122
C (2.80, 0.05, -0.30)  -0.192
C (4.06, -0.49, -0.48)  0.011
C (4.20, -1.86, -0.35)  -0.016
C (3.10, -2.65, -0.05)  0.010
C (1.87, -2.03, 0.10)  -0.189
N (1.74, -0.71, -0.03)  0.071
C (0.62, -2.78, 0.48)  -0.210
C (0.54, -4.16, 0.40)  0.001
C (-0.62, -4.79, 0.82)  -0.033
C (-1.67, -4.03, 1.30)  -0.036
C (-1.51, -2.66, 1.33)  -0.116
N (-0.40, -2.03, 0.93)  0.033
H (1.84, 5.28, -0.15)  0.117
H (3.88, 4.47, -1.36)  0.121
H (4.32, 2.03, -1.46)  0.115
H (0.31, 3.60, 0.82)  0.117
H (4.91, 0.14, -0.67)  0.116
H (5.17, -2.32, -0.47)  0.122
H (3.21, -3.71, 0.08)  0.114
H (1.37, -4.74, 0.01)  0.113
H (-0.70, -5.87, 0.76)  0.120
H (-2.59, -4.48, 1.65)  0.115
H (-2.32, -2.02, 1.68)  0.118
C (-3.41, 1.94, -3.75)  -0.050
C (-3.19, 0.87, -2.67)  -0.574
O (-4.25, -0.06, -2.59)  -0.049
P (-3.10, 1.65, -0.97)  0.459
O (-4.29, 2.62, -0.72)  -0.046
O (-1.79, 2.60, -1.09)  -0.219
O (-2.91, 0.61, 0.08)  -0.416
P (-1.58, -0.05, -3.10)  0.360
O (-1.53, -1.23, -1.94)  -0.276
O (-1.62, -0.58, -4.45)  -0.222
O (-0.48, 0.90, -2.57)  -0.495
H (-4.32, 2.50, -3.53)  0.091
H (-3.51, 1.43, -4.71)  0.094
H (-2.58, 2.64, -3.83)  0.094
H (-4.46, -0.36, -3.48)  0.113
H (-5.12, 2.19, -0.43)  0.135
H (-1.17, 2.12, -1.77)  0.023
H (-2.09, -1.97, -2.22)  0.109

Results
highest occupied orbital energy: -12.0 eV
charge: +1
LUMO level: -3.00 eV

---

Record 6
This record from the OMol25 dataset describes a molecular structure, C6H14IN2 at a distorted geometry. The level of theory is the ωB97M-V functional and the def2-TZVPD basis.

Each line ends with the Löwdin charge.
CARTESIAN COORDINATES (ANGSTROEM)
C (1.10, -0.66, 1.27)  -0.184
C (-1.18, -0.51, 0.88)  0.014
C (1.55, -0.31, -0.13)  -0.047
C (-0.81, -0.62, -1.11)  -0.858
C (-1.06, 0.69, -1.72)  -0.209
C (0.02, 1.48, 1.77)  -0.012
N (-0.06, 0.05, 1.57)  -0.165
N (0.65, -0.86, -1.29)  0.023
I (-1.93, -2.09, -2.15)  0.826
H (0.93, -1.74, 1.38)  0.149
H (1.82, -0.43, 2.10)  0.168
H (-2.06, 0.12, 0.76)  0.110
H (-1.28, -1.65, 0.89)  0.117
H (1.61, 0.72, -0.25)  0.102
H (2.56, -0.72, -0.27)  0.146
H (-0.59, 1.52, -1.16)  0.079
H (-2.17, 0.85, -1.71)  0.093
H (-0.83, 0.81, -2.79)  0.095
H (-0.41, 1.75, 2.71)  0.101
H (1.02, 1.85, 1.79)  0.096
H (-0.53, 2.08, 1.03)  0.104
H (0.97, -0.48, -2.16)  0.154
H (0.68, -1.86, -1.39)  0.097

Results
highest occupied orbital energy (spin up / spin down): -8.3 / -12.4 eV
charge: +1
multiplicity: 3
LUMO level (spin up / spin down): -3.06 / -6.79 eV

---

Record 7
This record from the OMol25 dataset describes 2 unconnected molecules or ions with the total composition C5H14N2O at a distorted geometry. The level of theory is the ωB97M-V functional and the def2-TZVPD basis.

Each line ends with the Löwdin charge.
CARTESIAN COORDINATES (ANGSTROEM)
C (-1.05, -0.21, -0.15)  -0.304
C (-0.44, -1.66, -0.14)  -0.212
C (0.27, -1.86, 1.18)  -0.223
C (0.88, -3.04, 1.42)  -0.047
N (-0.12, 0.84, -0.53)  -0.067
C (-0.91, 2.05, -0.94)  -0.397
N (-1.59, 1.87, -2.22)  -0.038
H (-1.48, -0.03, 0.89)  0.110
H (-1.89, -0.33, -0.87)  0.097
H (-1.22, -2.45, -0.27)  0.113
H (0.32, -1.74, -0.94)  0.109
H (0.15, -1.15, 2.02)  0.081
H (1.56, -3.48, 2.13)  0.030
H (1.01, -3.65, 0.51)  0.048
H (0.71, 0.93, 0.01)  0.039
H (-0.19, 2.80, -1.17)  0.054
H (-1.56, 2.26, -0.13)  0.070
H (-2.56, 1.52, -2.14)  0.046
H (-0.97, 1.17, -2.73)  0.094
H (3.81, 1.89, 1.23)  -0.096
H (2.36, 2.51, 1.38)  -0.120
O (2.92, 1.76, 1.46)  -0.389

Results
highest occupied orbital energy (spin up / spin down): 1.1 / -5.6 eV
charge: -1
multiplicity: 2
LUMO level (spin up / spin down): 3.48 / 3.43 eV